Entry 1:
C15H31ClP2Ti | ωB97M-V/def2-TZVPD

Each line ends with the Mulliken spin population.
CARTESIAN COORDINATES (ANGSTROEM)
P (-0.351, -1.856, -1.264)  0.0046
P (0.260, 2.007, -0.982)  -0.0013
C (-0.481, -0.452, -2.442)  0.0039
C (0.470, 0.771, -2.319)  0.0083
H (-1.539, -0.144, -2.497)  0.0030
H (-0.241, -0.927, -3.407)  0.0002
H (1.527, 0.458, -2.329)  0.0033
H (0.312, 1.369, -3.228)  -0.0023
C (-1.185, 2.980, -1.455)  0.0026
H (-1.466, 3.678, -0.654)  0.0025
H (-2.046, 2.348, -1.699)  -0.0022
H (-0.908, 3.563, -2.340)  -0.0001
C (1.641, 3.118, -1.347)  -0.0009
H (1.402, 3.669, -2.272)  0.0001
H (2.566, 2.535, -1.509)  0.0006
H (1.803, 3.832, -0.544)  -0.0003
C (-1.588, -2.982, -1.941)  0.0005
H (-1.700, -3.865, -1.295)  0.0001
H (-1.264, -3.313, -2.938)  -0.0002
H (-2.558, -2.471, -2.024)  -0.0001
C (1.213, -2.663, -1.709)  0.0003
H (2.053, -1.959, -1.752)  -0.0025
H (1.084, -3.117, -2.697)  -0.0002
H (1.457, -3.460, -0.993)  0.0025
Ti (-0.398, -0.003, 3.415)  1.9693
C (0.278, 2.019, 0.782)  -0.1081
C (-1.146, 1.612, 1.153)  0.0608
C (-1.672, 0.370, 0.526)  0.0038
C (-1.660, -1.082, 1.148)  0.0022
C (-0.581, -2.081, 0.470)  -0.0964
C (0.804, -1.727, 0.951)  0.0794
C (1.369, -0.426, 0.627)  -0.0408
C (1.272, 0.956, 1.429)  -0.0013
C (1.191, -0.549, 4.624)  0.0197
H (0.565, 3.044, 1.105)  0.0010
H (-1.879, 2.400, 1.351)  -0.0183
H (-1.183, 0.278, -0.477)  -0.0121
H (-2.733, 0.591, 0.241)  -0.0121
H (-1.619, -1.154, 2.303)  0.0409
H (-2.664, -1.503, 0.927)  0.0052
H (-0.890, -3.128, 0.665)  -0.0049
H (1.476, -2.499, 1.315)  -0.0256
H (0.993, -0.174, -0.399)  0.0012
H (2.465, -0.597, 0.469)  0.0047
H (1.119, 0.853, 2.578)  0.0828
H (2.288, 1.390, 1.402)  -0.0055
H (1.803, 0.381, 4.688)  -0.0098
H (1.742, -1.358, 4.092)  -0.0031
H (0.742, -0.844, 5.597)  0.0056
Cl (-2.143, 0.112, 4.657)  0.0391

Summary:
Gap between HOMO and LUMO (spin up / spin down) in eV: 4.24 / 5.21
Energy relative to the best compared isomer or geometry (same formula, charge and spin) in kJ/mol: 607.0
<S²>: 2.01
Spin multiplicity: 3


Entry 2:
C15H31CoN3OP2S10Sb | ωB97M-V/def2-TZVPD

Each line ends with the Mulliken spin population.
CARTESIAN COORDINATES (ANGSTROEM)
Co (-0.419, -0.104, 0.360)  2.4906
S (-2.525, 5.350, -0.306)  0.7780
Sb (-1.776, 5.269, 1.918)  -0.0551
S (-0.004, 3.323, 1.510)  0.0166
S (-1.256, 1.929, 0.613)  0.2395
S (-3.558, 4.013, 2.588)  0.2946
C (3.505, -3.913, 1.703)  0.0000
S (2.211, -2.682, 1.934)  0.0049
C (1.006, -3.366, 0.769)  -0.0089
H (3.834, -3.933, 0.662)  0.0001
H (3.142, -4.901, 1.991)  0.0002
H (4.345, -3.642, 2.345)  0.0000
H (0.557, -4.276, 1.172)  0.0012
H (1.482, -3.583, -0.191)  -0.0003
H (0.225, -2.631, 0.614)  0.0259
C (-1.893, -3.823, -3.719)  0.0017
S (-1.287, -4.322, -2.087)  0.0009
C (-2.220, -3.255, -1.058)  0.0086
C (-2.053, -1.921, -0.944)  -0.0003
S (-0.872, -0.919, -1.767)  0.0916
S (-3.141, -1.132, 0.197)  0.0192
C (-3.882, -2.570, 0.838)  0.0011
S (-4.931, -2.592, 2.099)  0.0003
S (-3.411, -3.985, -0.016)  0.0089
H (-1.488, -4.541, -4.434)  0.0000
H (-1.546, -2.818, -3.958)  -0.0012
H (-2.980, -3.864, -3.735)  -0.0001
C (-2.665, 0.225, 3.648)  0.0091
P (-1.014, -0.393, 3.625)  0.0036
C (-0.932, -1.812, 4.708)  0.0013
C (0.017, 0.879, 4.323)  -0.0005
O (-0.515, -0.816, 2.254)  0.0202
H (-2.918, 0.564, 4.657)  0.0021
H (-3.355, -0.566, 3.346)  -0.0029
H (-2.755, 1.068, 2.952)  -0.0014
H (-1.295, -1.584, 5.714)  0.0001
H (0.106, -2.152, 4.747)  0.0006
H (-1.545, -2.600, 4.264)  -0.0004
H (-0.326, 1.165, 5.322)  0.0006
H (-0.041, 1.749, 3.658)  0.0011
H (1.046, 0.512, 4.371)  0.0004
C (4.083, 1.611, -1.723)  -0.0007
N (2.983, 2.489, -1.143)  -0.0029
C (3.435, 3.041, 0.223)  0.0023
N (3.839, 1.978, 1.086)  0.0014
C (4.882, 1.169, 0.464)  -0.0027
N (4.440, 0.579, -0.805)  0.0057
C (3.386, -0.438, -0.601)  0.0171
P (1.846, 0.263, 0.192)  0.0088
C (1.703, 1.698, -0.995)  0.0045
C (2.703, 1.161, 1.567)  0.0145
H (4.934, 2.255, -1.927)  0.0003
H (3.703, 1.194, -2.652)  -0.0002
H (2.807, 3.278, -1.762)  -0.0001
H (2.582, 3.577, 0.630)  0.0006
H (4.264, 3.715, 0.019)  0.0005
H (5.170, 0.369, 1.143)  -0.0004
H (5.748, 1.799, 0.270)  0.0002
H (3.776, -1.215, 0.050)  -0.0016
H (3.126, -0.897, -1.556)  -0.0011
H (0.917, 2.363, -0.643)  0.0039
H (1.417, 1.312, -1.973)  0.0019
H (3.065, 0.426, 2.287)  0.0001
H (1.977, 1.804, 2.061)  -0.0040

Summary:
Gap between HOMO and LUMO (spin up / spin down) in eV: 6.34 / 5.68
Energy relative to the best compared isomer or geometry (same formula, charge and spin) in kJ/mol: 40.1
<S²>: 6.03
Spin multiplicity: 5


Entry 3:
C15H31F5HfOP2Te | ωB97M-V/def2-TZVPD

Each line ends with the Löwdin charge.
CARTESIAN COORDINATES (ANGSTROEM)
P (-0.406, -1.922, -0.909)  1.0082
P (0.394, 1.492, -1.785)  0.8426
C (-1.236, -0.855, -2.150)  -0.2925
C (-0.325, 0.141, -2.883)  -0.2562
H (-2.076, -0.325, -1.669)  0.0981
H (-1.660, -1.554, -2.892)  0.1117
H (0.516, -0.369, -3.385)  0.1050
H (-0.901, 0.652, -3.668)  0.0990
C (-0.851, 2.812, -2.523)  -0.1776
H (-0.759, 3.784, -2.014)  0.0634
H (-1.889, 2.457, -2.418)  0.0621
H (-0.662, 2.970, -3.595)  0.0581
C (1.740, 2.389, -2.828)  -0.0793
H (1.383, 2.538, -3.865)  0.0828
H (2.710, 1.854, -2.887)  0.0767
H (1.934, 3.385, -2.395)  0.0786
C (-1.619, -2.925, -0.053)  -0.1464
H (-1.159, -3.426, 0.812)  0.0557
H (-2.031, -3.689, -0.736)  0.1036
H (-2.446, -2.302, 0.308)  0.0413
C (0.499, -3.134, -1.957)  -0.1667
H (1.365, -2.662, -2.433)  0.0621
H (-0.156, -3.559, -2.724)  0.0709
H (0.857, -3.951, -1.308)  0.0812
Hf (-1.786, -1.394, 3.603)  1.5370
C (0.793, 2.635, -0.145)  -0.1193
C (-0.431, 1.836, -0.150)  -0.2178
C (-0.609, 0.601, 0.743)  -0.1553
C (0.572, -0.363, 0.844)  -0.2419
C (1.150, -0.876, -0.503)  -0.3185
C (1.770, 0.316, -1.201)  -0.3658
C (2.739, 1.036, -0.237)  -0.1305
C (2.059, 2.221, 0.512)  -0.1236
C (-0.734, -3.358, 3.696)  -0.2966
H (0.679, 3.700, -0.331)  0.1466
H (-1.384, 2.386, -0.255)  0.1483
H (-1.540, 0.093, 0.432)  0.1037
H (-0.812, 0.982, 1.751)  0.0847
H (1.352, 0.131, 1.431)  0.1011
H (0.323, -1.244, 1.463)  0.0910
H (1.925, -1.627, -0.288)  0.1393
H (2.306, -0.042, -2.085)  0.1208
H (3.633, 1.418, -0.764)  0.1343
H (3.107, 0.324, 0.511)  0.1320
H (1.850, 1.969, 1.568)  0.1430
H (2.784, 3.052, 0.516)  0.1418
H (0.046, -3.315, 4.477)  0.0053
H (-0.179, -3.586, 2.769)  -0.0374
H (-1.351, -4.243, 3.929)  0.0061
F (-0.946, 3.143, 3.036)  -0.4875
Te (-2.139, 2.400, 4.332)  2.0493
F (-2.600, -1.909, 5.276)  -0.4182
F (-2.998, -1.906, 2.163)  -0.4495
F (0.087, -0.897, 3.629)  -0.4487
F (-0.687, 2.069, 5.518)  -0.4431
O (-2.204, 0.647, 3.718)  -0.8129

Summary:
Gap between HOMO and LUMO in eV: 4.84
Energy relative to the best compared isomer or geometry (same formula, charge and spin) in kJ/mol: 0.0
Total charge: +2


Entry 4:
C15H31N2O5S | ωB97M-V/def2-TZVPD

Each line ends with the Löwdin charge.
CARTESIAN COORDINATES (ANGSTROEM)
N (-0.435, 0.365, -3.266)  -0.0266
C (-0.234, 1.477, -2.288)  -0.3011
C (-0.529, 1.090, -0.754)  -0.2985
S (0.120, -0.626, -0.283)  1.1219
C (1.647, -1.056, -1.244)  -0.3236
C (3.031, -1.012, -0.411)  -0.1954
C (4.006, 0.168, -0.940)  -0.2300
O (5.011, 0.399, 0.104)  -0.1200
N (0.461, -0.460, 1.434)  -0.1293
C (-0.686, -0.497, 2.113)  -0.1716
O (-1.709, -0.981, 2.673)  0.1308
H (0.133, 0.595, -4.108)  0.0850
H (-1.416, 0.344, -3.598)  0.0689
H (0.817, 1.960, -2.394)  0.1305
H (-0.992, 2.323, -2.563)  0.1325
H (-0.106, 1.874, -0.003)  0.1200
H (-1.678, 1.061, -0.565)  0.1150
H (1.510, -2.156, -1.604)  0.1212
H (1.808, -0.436, -2.203)  0.1041
H (2.921, -0.913, 0.726)  0.0997
H (3.576, -2.026, -0.592)  0.1373
H (4.576, -0.165, -1.882)  0.1399
H (3.351, 1.103, -1.100)  0.1207
H (4.506, 0.851, 0.836)  0.0525
C (-3.621, 2.315, -5.721)  -0.0183
C (-2.765, 1.247, -6.348)  -0.4854
O (-1.668, 0.962, -5.891)  0.0314
C (-3.312, 0.543, -7.561)  -0.0159
H (-3.100, 2.735, -4.857)  0.0739
H (-3.805, 3.114, -6.442)  0.0932
H (-4.565, 1.883, -5.384)  0.0908
H (-3.483, 1.264, -8.363)  0.0926
H (-4.244, 0.033, -7.305)  0.0915
H (-2.589, -0.200, -7.906)  0.0876
C (-3.537, -3.207, 4.037)  -0.0266
C (-5.023, -3.048, 4.224)  -0.4992
O (-5.811, -3.832, 3.725)  0.0673
C (-5.498, -1.882, 5.050)  -0.0246
H (-3.342, -4.089, 3.421)  0.0876
H (-3.131, -2.330, 3.531)  0.0397
H (-3.054, -3.344, 5.007)  0.0913
H (-5.177, -0.945, 4.589)  0.0819
H (-5.101, -1.960, 6.065)  0.0870
H (-6.589, -1.893, 5.099)  0.0863
C (5.990, 1.614, 3.861)  -0.0066
C (4.675, 0.889, 3.761)  -0.4658
O (4.081, 0.797, 2.696)  0.0260
C (4.119, 0.282, 5.020)  -0.0140
H (6.268, 1.999, 2.877)  0.0883
H (5.898, 2.454, 4.553)  0.0935
H (6.767, 0.926, 4.201)  0.0957
H (3.945, 1.063, 5.763)  0.0925
H (4.814, -0.465, 5.410)  0.0939
H (3.168, -0.208, 4.797)  0.0803

Summary:
Gap between HOMO and LUMO in eV: 6.45
Total charge: +1


Repeat the second record exactly.
C15H31CoN3OP2S10Sb | ωB97M-V/def2-TZVPD

Each line ends with the Mulliken spin population.
CARTESIAN COORDINATES (ANGSTROEM)
Co (-0.419, -0.104, 0.360)  2.4906
S (-2.525, 5.350, -0.306)  0.7780
Sb (-1.776, 5.269, 1.918)  -0.0551
S (-0.004, 3.323, 1.510)  0.0166
S (-1.256, 1.929, 0.613)  0.2395
S (-3.558, 4.013, 2.588)  0.2946
C (3.505, -3.913, 1.703)  0.0000
S (2.211, -2.682, 1.934)  0.0049
C (1.006, -3.366, 0.769)  -0.0089
H (3.834, -3.933, 0.662)  0.0001
H (3.142, -4.901, 1.991)  0.0002
H (4.345, -3.642, 2.345)  0.0000
H (0.557, -4.276, 1.172)  0.0012
H (1.482, -3.583, -0.191)  -0.0003
H (0.225, -2.631, 0.614)  0.0259
C (-1.893, -3.823, -3.719)  0.0017
S (-1.287, -4.322, -2.087)  0.0009
C (-2.220, -3.255, -1.058)  0.0086
C (-2.053, -1.921, -0.944)  -0.0003
S (-0.872, -0.919, -1.767)  0.0916
S (-3.141, -1.132, 0.197)  0.0192
C (-3.882, -2.570, 0.838)  0.0011
S (-4.931, -2.592, 2.099)  0.0003
S (-3.411, -3.985, -0.016)  0.0089
H (-1.488, -4.541, -4.434)  0.0000
H (-1.546, -2.818, -3.958)  -0.0012
H (-2.980, -3.864, -3.735)  -0.0001
C (-2.665, 0.225, 3.648)  0.0091
P (-1.014, -0.393, 3.625)  0.0036
C (-0.932, -1.812, 4.708)  0.0013
C (0.017, 0.879, 4.323)  -0.0005
O (-0.515, -0.816, 2.254)  0.0202
H (-2.918, 0.564, 4.657)  0.0021
H (-3.355, -0.566, 3.346)  -0.0029
H (-2.755, 1.068, 2.952)  -0.0014
H (-1.295, -1.584, 5.714)  0.0001
H (0.106, -2.152, 4.747)  0.0006
H (-1.545, -2.600, 4.264)  -0.0004
H (-0.326, 1.165, 5.322)  0.0006
H (-0.041, 1.749, 3.658)  0.0011
H (1.046, 0.512, 4.371)  0.0004
C (4.083, 1.611, -1.723)  -0.0007
N (2.983, 2.489, -1.143)  -0.0029
C (3.435, 3.041, 0.223)  0.0023
N (3.839, 1.978, 1.086)  0.0014
C (4.882, 1.169, 0.464)  -0.0027
N (4.440, 0.579, -0.805)  0.0057
C (3.386, -0.438, -0.601)  0.0171
P (1.846, 0.263, 0.192)  0.0088
C (1.703, 1.698, -0.995)  0.0045
C (2.703, 1.161, 1.567)  0.0145
H (4.934, 2.255, -1.927)  0.0003
H (3.703, 1.194, -2.652)  -0.0002
H (2.807, 3.278, -1.762)  -0.0001
H (2.582, 3.577, 0.630)  0.0006
H (4.264, 3.715, 0.019)  0.0005
H (5.170, 0.369, 1.143)  -0.0004
H (5.748, 1.799, 0.270)  0.0002
H (3.776, -1.215, 0.050)  -0.0016
H (3.126, -0.897, -1.556)  -0.0011
H (0.917, 2.363, -0.643)  0.0039
H (1.417, 1.312, -1.973)  0.0019
H (3.065, 0.426, 2.287)  0.0001
H (1.977, 1.804, 2.061)  -0.0040

Summary:
Gap between HOMO and LUMO (spin up / spin down) in eV: 6.34 / 5.68
Energy relative to the best compared isomer or geometry (same formula, charge and spin) in kJ/mol: 40.1
<S²>: 6.03
Spin multiplicity: 5